{
  "formula": "C44H46AuGeN5OSi",
  "method": "the ωB97M-V functional and the def2-TZVPD basis",
  "homo_energy_ha": [-0.478, -0.478],
  "energy_ha": -4554.8152,
  "orbital_gap_ev": [3.537, 3.528],
  "charge": 2,
  "multiplicity": 1,
  "max_force_ev_per_a": 4.74,
  "de_lowest_ev": 4.269,
  "elements": ["Au", "C", "C", "C", "C", "N", "C", "N", "C", "N", "C", "N", "C", "C", "C", "C", "C", "N", "C", "C", "C", "C", "C", "C", "H", "H", "H", "H", "H", "H", "H", "H", "H", "H", "H", "H", "C", "C", "C", "C", "Ge", "C", "C", "C", "C", "H", "H", "H", "H", "H", "H", "H", "H", "H", "H", "H", "H", "H", "H", "H", "H", "H", "H", "H", "O", "Si", "C", "C", "C", "C", "C", "C", "C", "C", "C", "C", "C", "C", "C", "C", "C", "C", "C", "C", "H", "H", "H", "H", "H", "H", "H", "H", "H", "H", "H", "H", "H", "H", "H"],
  "coordinates": [[0.05240, 0.49810, -1.36058], [-4.13565, -0.28671, -1.59170], [-4.73197, 0.91987, -1.96710], [-3.94182, 2.03443, -2.07573], [-2.54913, 1.96461, -1.86976], [-1.98182, 0.76813, -1.55135], [-2.78430, -0.30696, -1.38882], [-1.90293, 3.15811, -1.98307], [-0.64118, 3.35151, -2.08782], [0.34806, 2.40498, -2.15285], [1.57667, 3.00295, -2.14923], [2.72468, 2.42824, -2.07337], [2.98024, 1.14058, -1.73605], [4.33083, 0.73893, -1.82608], [4.74961, -0.44047, -1.27009], [3.81863, -1.24754, -0.60379], [2.50914, -0.86144, -0.60088], [2.07421, 0.27477, -1.20252], [1.37549, 4.45842, -2.22645], [2.26127, 5.51332, -2.31256], [1.72224, 6.79663, -2.35411], [0.34798, 7.00773, -2.30998], [-0.54341, 5.94181, -2.22413], [-0.00573, 4.67328, -2.18003], [-4.71792, -1.18524, -1.45072], [-5.79508, 0.97261, -2.15865], [-4.33423, 3.00788, -2.32752], [-2.29953, -1.21311, -1.05972], [5.01355, 1.42474, -2.30438], [5.79143, -0.72892, -1.30713], [4.11842, -2.15099, -0.09238], [1.75228, -1.41506, -0.05910], [3.32937, 5.34690, -2.34340], [2.38633, 7.64767, -2.42135], [-0.03386, 8.01921, -2.34540], [-1.61286, 6.09525, -2.17889], [2.63155, -4.19676, 1.38234], [1.71659, -4.14259, 0.16282], [0.34129, -3.56909, 0.50097], [-0.55608, -3.37811, -0.71502], [0.03075, -2.18467, -2.19810], [1.57828, -2.70153, -3.34865], [1.54290, -4.20286, -3.64257], [0.27032, -4.65900, -4.35421], [0.29312, -6.15117, -4.66433], [3.58885, -4.65237, 1.13043], [2.17708, -4.78997, 2.17596], [2.82021, -3.19478, 1.77632], [1.59582, -5.15390, -0.23359], [2.18085, -3.53302, -0.62125], [0.44311, -2.61957, 1.03246], [-0.16722, -4.25875, 1.18076], [-1.55040, -3.06157, -0.39837], [-0.66909, -4.32518, -1.25899], [-1.19249, -1.90172, -3.10667], [2.51884, -2.42364, -2.87407], [1.47282, -2.11885, -4.26536], [1.66499, -4.77411, -2.71818], [2.40986, -4.42368, -4.27112], [0.15448, -4.09902, -5.28577], [-0.59916, -4.42693, -3.72346], [1.12947, -6.39452, -5.31994], [-0.62417, -6.45246, -5.16814], [0.38870, -6.74474, -3.75407], [-0.12738, -0.36453, 0.79373], [-0.62753, 0.33855, 2.11503], [-2.03486, -0.59920, 2.95046], [-2.34929, -0.45512, 4.30492], [-3.51517, -1.00450, 4.81602], [-4.36755, -1.72114, 3.98735], [-4.06284, -1.87453, 2.63818], [-2.88996, -1.34349, 2.13021], [0.69397, 0.56708, 3.54752], [0.40845, 1.46729, 4.56719], [1.28375, 1.55862, 5.64435], [2.43344, 0.78534, 5.66631], [2.72214, -0.07662, 4.61533], [1.84979, -0.19185, 3.53822], [-1.13091, 2.16933, 1.95585], [-0.18371, 3.19471, 1.92601], [-0.58535, 4.52170, 1.90499], [-1.93797, 4.83528, 1.91806], [-2.88526, 3.82248, 1.91707], [-2.48750, 2.49290, 1.93931], [-1.68574, 0.07782, 4.97410], [-3.74651, -0.88871, 5.86641], [-5.25149, -2.19087, 4.39791], [-4.73426, -2.41383, 1.98191], [-2.63659, -1.49055, 1.08847], [-0.46628, 2.10282, 4.53860], [1.06071, 2.24595, 6.44918], [3.11151, 0.85832, 6.50624], [3.62258, -0.67652, 4.63251], [2.07327, -0.87691, 2.73041], [0.87532, 2.96040, 1.95472], [0.15896, 5.30810, 1.89767], [-2.25193, 5.87056, 1.94466], [-3.94112, 4.06176, 1.92203], [-3.23733, 1.70971, 1.96560]],
  "forces_ev_per_angstrom": [[-0.27, 1.96, 2.82], [0.07, 0.13, -0.01], [0.10, 0.02, -0.02], [0.17, -0.14, 0.01], [-0.10, -0.05, -0.03], [0.19, 0.36, -0.05], [-0.02, -0.45, 0.22], [0.35, 0.39, -0.01], [-1.26, 0.02, -0.05], [0.01, -1.59, 0.17], [0.92, -0.29, -0.04], [-0.10, 0.39, -0.13], [0.05, 0.02, -0.04], [-0.12, -0.14, 0.06], [-0.07, 0.04, -0.05], [-0.08, 0.07, -0.03], [0.02, -0.23, 0.32], [-0.06, 0.12, -0.07], [-0.50, 0.06, -0.05], [0.14, -0.13, 0.02], [0.06, -0.03, 0.01], [-0.04, -0.03, -0.02], [-0.15, -0.06, 0.09], [0.46, -0.09, -0.04], [0.06, -0.03, 0.03], [-0.01, 0.04, 0.04], [-0.02, 0.00, -0.01], [0.00, 0.04, 0.00], [-0.02, 0.06, 0.03], [0.01, 0.03, -0.03], [-0.06, 0.00, 0.02], [-0.04, 0.00, 0.02], [0.00, 0.01, -0.01], [0.00, -0.01, 0.00], [0.00, -0.01, 0.00], [0.00, 0.02, -0.02], [-0.03, 0.02, -0.15], [-0.13, -0.01, 0.22], [0.25, -0.10, -0.04], [0.22, 0.67, 0.25], [-0.16, -2.19, -0.66], [0.09, 0.82, 0.39], [-0.38, -0.13, 0.10], [0.22, -0.08, 0.00], [-0.14, 0.09, 0.04], [0.02, 0.00, 0.05], [0.03, 0.03, 0.03], [-0.01, -0.01, 0.07], [0.02, 0.03, -0.14], [0.05, -0.14, -0.08], [-0.09, -0.11, 0.02], [-0.01, 0.08, 0.03], [-0.01, 0.02, -0.12], [0.02, 0.04, -0.24], [0.12, 0.49, 0.19], [-0.03, 0.04, 0.00], [0.00, 0.02, 0.00], [0.08, 0.01, -0.02], [0.03, 0.02, 0.05], [-0.08, 0.09, 0.05], [-0.11, -0.02, -0.07], [0.02, 0.00, 0.01], [0.02, -0.04, 0.00], [0.02, -0.01, 0.00], [1.21, -1.38, -4.37], [-0.50, 2.36, 4.08], [0.15, -0.04, -0.90], [0.02, 0.04, -0.15], [0.06, -0.18, -0.05], [-0.01, -0.06, -0.14], [-0.11, -0.21, 0.07], [-0.08, 0.30, 0.47], [-0.94, -0.44, -2.15], [0.51, -0.07, 0.34], [-0.25, 0.08, -0.17], [0.16, -0.11, -0.01], [0.15, -0.18, -0.05], [0.30, 0.22, 0.83], [-0.21, -0.79, -0.60], [-0.02, 0.01, -0.17], [0.08, 0.01, -0.04], [-0.04, 0.04, -0.04], [-0.19, 0.05, 0.03], [0.12, 0.19, -0.13], [-0.02, 0.03, -0.08], [-0.02, -0.02, 0.01], [-0.08, 0.11, -0.04], [-0.04, -0.11, 0.09], [-0.03, 0.01, -0.09], [-0.06, -0.04, -0.04], [0.06, -0.02, 0.07], [0.03, -0.01, -0.02], [0.07, 0.03, 0.09], [-0.02, -0.04, -0.07], [0.01, -0.02, 0.04], [-0.02, 0.03, 0.03], [-0.01, 0.00, -0.04], [0.00, 0.06, 0.03], [-0.01, -0.01, 0.05]]
}